{
  "formula": "C8H9N3O3",
  "method": "wB97M-V/def2-TZVPD",
  "elements": ["C", "C", "C", "C", "C", "C", "C", "C", "N", "N", "N", "O", "O", "O", "H", "H", "H", "H", "H", "H", "H", "H", "H"],
  "coordinates": [[2.8321, 1.0153, 0.2058], [2.3255, 0.7896, -1.0991], [2.2319, 0.5467, 1.3241], [1.1254, 0.1128, -1.2241], [0.9721, -0.0721, 1.2006], [0.4092, -0.3306, -0.0432], [-1.9644, 2.0070, -0.2522], [-1.9796, -1.0268, 0.6293], [-2.5730, 1.8230, -1.2877], [-0.9459, -0.8230, -0.2340], [-3.1975, -0.9585, 0.2117], [-1.2566, 2.4473, 0.5499], [-4.1475, -1.0380, 1.1594], [-3.5356, -1.0239, -1.0352], [3.8970, 1.5274, 0.2425], [2.8147, 1.2569, -1.9109], [2.5915, 0.6405, 2.3232], [0.5955, -0.3273, -2.1773], [0.3845, -0.1759, 2.0815], [-1.7733, -0.8949, 1.6249], [-4.9067, -0.5386, 0.6397], [-3.0409, 1.1342, -1.8730], [-1.1235, -0.9418, -1.1881]],
  "forces_ev_per_a": [[3.516, 1.154, -1.467], [-1.237, -0.279, 1.614], [-1.731, -0.732, -0.110], [-2.117, -2.333, -0.310], [-0.141, 0.289, -0.781], [-0.080, 0.933, -0.013], [-0.927, 0.014, -3.511], [0.856, 1.524, -1.572], [0.154, 0.092, 0.926], [2.078, -0.163, 0.370], [1.741, -1.013, -1.910], [0.401, -0.043, 1.629], [-3.446, 1.434, -0.897], [-0.199, 0.370, 0.844], [-2.417, -0.971, 0.152], [0.454, -0.009, -0.887], [0.543, 0.376, 0.348], [1.529, 1.616, 1.365], [-0.272, -0.531, 0.651], [0.113, -0.035, 2.295], [1.694, -1.465, 1.644], [0.345, 0.020, 1.045], [-0.857, -0.247, -1.424]],
  "lowdin_charge": [-0.11, -0.08, -0.10, -0.03, -0.04, -0.21, -0.44, -0.07, 0.20, 0.09, -0.36, 0.15, 0.05, -0.10, 0.14, 0.09, 0.10, 0.14, 0.09, 0.12, 0.19, 0.08, 0.10],
  "total_charge": 0,
  "molar_mass_g_mol": 195.18,
  "de_lowest_kj_mol": 164.8
}

=====

{
  "formula": "C3H7NO",
  "method": "wB97M-V/def2-TZVPD",
  "elements": ["C", "O", "C", "C", "N", "H", "H", "H", "H", "H", "H", "H"],
  "coordinates": [[-1.7434, -0.2893, -0.7190], [-0.9412, 0.8312, -0.3803], [1.1904, -0.1831, 0.5618], [1.5469, 1.0499, 0.8181], [1.1003, -1.3398, 0.1525], [-1.1130, -1.1169, -1.0147], [-2.3234, -0.5883, 0.1581], [-2.4723, -0.1003, -1.5252], [-0.1245, 0.8021, -0.8887], [2.6247, 1.1270, 0.8942], [0.8940, 1.8571, 1.1142], [1.3614, -2.0497, 0.8291]],
  "forces_ev_per_a": [[-0.432, -0.068, -0.130], [-0.570, 0.091, -0.158], [0.593, -0.708, -0.189], [0.196, -0.163, 0.392], [0.416, 0.667, 0.119], [0.056, -0.332, -0.048], [0.163, 0.103, 0.014], [0.342, 0.246, 0.137], [-0.244, 0.100, -0.152], [0.028, 0.435, -0.217], [-0.007, -0.237, 0.027], [-0.540, -0.135, 0.205]],
  "lowdin_charge": [-0.16, -0.15, -0.29, 0.00, 0.14, 0.05, 0.08, 0.08, 0.05, 0.06, 0.06, 0.08],
  "total_charge": 0,
  "molar_mass_g_mol": 73.09,
  "de_lowest_kj_mol": 283.3
}

=====

{
  "formula": "C26H17AuN7O3SSe",
  "method": "wB97M-V/def2-TZVPD",
  "elements": ["Au", "Se", "N", "C", "C", "C", "C", "C", "N", "C", "C", "N", "C", "C", "C", "C", "C", "N", "H", "H", "H", "H", "H", "H", "O", "C", "O", "C", "C", "C", "C", "S", "C", "C", "H", "H", "H", "H", "H", "N", "C", "O", "C", "C", "C", "N", "C", "C", "H", "H", "H", "H", "H", "H", "N", "C"],
  "coordinates": [[0.2813, -0.4094, -0.0144], [0.4971, 5.4830, -5.1536], [-0.1772, 5.2809, -3.5131], [0.1007, 4.0627, -3.1361], [-0.2877, 3.5226, -1.8351], [-0.9756, 4.2758, -0.8843], [-1.2920, 3.6991, 0.3264], [-0.9207, 2.3810, 0.5579], [-0.2734, 1.6542, -0.3474], [0.0508, 2.2052, -1.5331], [0.7876, 1.3740, -2.4977], [1.0757, 0.1217, -2.1237], [1.7632, -0.6692, -2.9311], [2.2017, -0.2393, -4.1822], [1.9054, 1.0430, -4.5881], [1.1819, 1.8779, -3.7340], [0.8273, 3.2526, -4.0734], [1.1368, 3.8176, -5.2083], [-1.2446, 5.2979, -1.1141], [-1.8192, 4.2467, 1.0936], [-1.1448, 1.8938, 1.4977], [1.9614, -1.6708, -2.5699], [2.7621, -0.9132, -4.8135], [2.2213, 1.4191, -5.5518], [-4.9436, -6.6725, -0.5795], [-5.4778, -5.4451, -0.7065], [-6.5844, -5.2891, -1.1290], [-4.6185, -4.2816, -0.2926], [-5.2737, -3.1668, 0.2404], [-4.5503, -2.0702, 0.6379], [-3.1455, -2.0541, 0.4734], [-2.2517, -0.7034, 0.9688], [-2.4970, -3.1759, -0.0975], [-3.2334, -4.2800, -0.4642], [-4.0842, -6.6383, -0.1420], [-6.3507, -3.1898, 0.3290], [-5.0394, -1.2080, 1.0704], [-1.4247, -3.1529, -0.2350], [-2.7296, -5.1249, -0.9172], [4.8372, 0.3249, 5.8663], [4.4304, 1.2700, 4.9915], [4.7970, 2.4242, 5.0432], [3.4668, 0.8385, 3.9047], [3.1479, 1.7891, 2.9441], [2.2691, 1.4493, 1.9357], [1.7038, 0.2446, 1.8448], [2.0115, -0.6739, 2.7601], [2.8850, -0.4170, 3.8041], [5.4870, 0.6019, 6.5830], [4.5717, -0.6391, 5.8052], [3.5932, 2.7720, 3.0027], [2.0075, 2.1667, 1.1664], [1.5506, -1.6464, 2.6423], [3.0790, -1.2100, 4.5125], [1.0054, -3.4841, 0.2271], [0.7424, -2.3652, 0.1390]],
  "forces_ev_per_a": [[-0.328, -0.309, 0.048], [-0.010, -0.219, 0.188], [0.074, 0.040, -0.180], [-0.061, 0.029, 0.090], [0.013, 0.032, -0.040], [-0.010, -0.020, 0.024], [0.008, -0.024, 0.004], [-0.004, 0.054, 0.016], [0.016, 0.082, 0.001], [0.015, -0.027, -0.073], [-0.011, 0.057, 0.064], [0.096, -0.057, -0.030], [-0.029, 0.004, -0.055], [-0.021, -0.001, 0.019], [0.003, -0.024, 0.004], [0.003, 0.028, -0.028], [0.046, -0.077, -0.041], [-0.056, 0.180, -0.012], [0.006, 0.009, -0.006], [-0.003, 0.009, 0.002], [-0.002, 0.001, 0.002], [0.010, -0.005, 0.009], [0.004, -0.004, -0.008], [-0.001, 0.008, -0.002], [0.027, 0.048, -0.031], [-0.043, -0.031, -0.030], [0.008, 0.000, 0.026], [-0.020, -0.022, 0.016], [0.022, 0.016, -0.021], [-0.011, 0.041, 0.062], [0.252, -0.304, -0.152], [0.002, 0.306, 0.056], [-0.066, 0.069, -0.049], [-0.030, 0.038, 0.012], [-0.003, -0.027, 0.018], [-0.010, -0.008, 0.007], [-0.005, 0.000, 0.008], [-0.104, -0.076, 0.017], [0.012, -0.014, 0.011], [-0.004, -0.017, 0.025], [-0.007, 0.022, -0.026], [0.003, 0.012, 0.010], [-0.002, -0.017, -0.001], [0.006, -0.018, -0.001], [0.025, 0.059, 0.025], [0.017, -0.049, 0.044], [0.020, 0.037, 0.002], [-0.015, -0.004, -0.005], [-0.002, -0.001, -0.003], [0.015, -0.002, -0.011], [-0.001, 0.001, 0.003], [-0.006, 0.001, 0.003], [-0.002, -0.014, 0.008], [-0.001, 0.001, 0.009], [0.020, -0.079, -0.001], [0.145, 0.265, -0.027]],
  "lowdin_spin": [0.51, 0.00, 0.00, 0.00, 0.00, 0.00, 0.00, 0.01, 0.05, 0.00, 0.01, 0.10, 0.01, 0.00, 0.00, 0.00, 0.00, 0.00, 0.00, 0.00, 0.00, 0.00, 0.00, 0.00, 0.00, 0.01, 0.03, 0.12, -0.01, 0.09, 0.10, 0.70, 0.11, -0.01, 0.00, 0.00, 0.00, 0.01, 0.00, 0.00, 0.00, 0.00, 0.00, 0.00, 0.00, 0.06, 0.00, 0.00, 0.00, 0.00, 0.00, 0.00, 0.00, 0.00, 0.01, 0.09],
  "total_charge": 1,
  "molar_mass_g_mol": 783.46,
  "spin_multiplicity": 3,
  "total_energy_ha": -4545.1179
}

=====

{
  "formula": "C3H6OS",
  "method": "wB97M-V/def2-TZVPD",
  "elements": ["C", "C", "C", "O", "S", "H", "H", "H", "H", "H", "H"],
  "coordinates": [[0.3122, -0.0304, -0.2790], [-0.5102, -0.2228, 0.8969], [1.6641, -0.3906, 0.0710], [-2.5457, 1.2204, 0.0805], [-0.9338, -1.4617, -0.2323], [0.1735, 0.6322, -1.1293], [-1.7866, 0.8163, 0.6097], [2.4116, 0.3315, -0.1558], [2.0155, -1.3919, -0.2326], [1.5669, -0.5255, 1.2235], [-2.3675, 1.0225, -0.8526]],
  "forces_ev_per_a": [[-1.185, -0.666, -1.584], [-0.949, -0.409, -0.516], [1.443, -2.118, 2.894], [0.690, -0.058, 0.283], [1.026, 0.636, 0.544], [-0.455, 0.191, 0.434], [-1.644, 0.948, -0.601], [0.483, 0.742, -0.166], [-0.320, 0.445, -0.320], [0.903, 0.295, -1.459], [0.007, -0.007, 0.492]],
  "lowdin_charge": [-0.65, -0.33, -0.14, -0.11, 0.88, 0.11, -0.05, 0.07, 0.09, 0.11, 0.02],
  "total_charge": 0,
  "molar_mass_g_mol": 90.15,
  "de_lowest_kj_mol": 400.5
}

=====

{
  "formula": "C6H9N",
  "method": "wB97M-V/def2-TZVPD",
  "elements": ["C", "C", "C", "C", "C", "C", "N", "H", "H", "H", "H", "H", "H", "H", "H", "H"],
  "coordinates": [[1.1087, 1.1715, 0.1224], [0.2416, -0.0951, -0.0106], [-0.8150, -0.4940, 1.0211], [-1.8807, -0.1843, -0.0591], [-0.7740, -0.2975, -1.1367], [1.6898, -0.1809, 0.0104], [2.6950, -0.9400, -0.0411], [1.1657, 1.8385, -0.7370], [3.5451, -0.3732, 0.0259], [1.1269, 1.6715, 1.0901], [-0.8374, 0.0796, 1.9531], [-0.7629, -1.5627, 1.2543], [-2.7393, -0.8565, -0.1364], [-2.2421, 0.8453, 0.0276], [-0.7095, -1.3055, -1.5595], [-0.7630, 0.4367, -1.9484]],
  "forces_ev_per_a": [[0.073, 0.247, 0.027], [0.105, -0.061, -0.002], [0.015, -0.037, 0.170], [-0.196, 0.006, -0.003], [0.029, 0.007, -0.174], [0.059, -0.216, -0.023], [-0.222, 0.356, 0.025], [0.007, -0.110, 0.098], [-0.022, -0.119, -0.007], [0.016, -0.092, -0.120], [-0.016, -0.084, -0.150], [-0.012, 0.151, -0.043], [0.151, 0.085, 0.010], [0.050, -0.160, -0.013], [-0.014, 0.137, 0.075], [-0.023, -0.111, 0.128]],
  "lowdin_charge": [-0.01, -0.37, -0.11, -0.16, -0.11, -0.32, 0.15, 0.11, 0.05, 0.11, 0.11, 0.11, 0.10, 0.11, 0.11, 0.11],
  "total_charge": 0,
  "molar_mass_g_mol": 95.14,
  "de_lowest_kj_mol": 255.7
}

=====

{
  "formula": "H14O7",
  "method": "wB97M-V/def2-TZVPD",
  "elements": ["O", "H", "H", "O", "H", "H", "O", "H", "H", "O", "H", "H", "O", "H", "H", "O", "H", "H", "O", "H", "H"],
  "coordinates": [[-1.8937, -1.0785, 2.8688], [-2.0551, -0.8837, 1.9244], [-2.1176, -2.0078, 2.9702], [-2.3573, -1.1997, 0.1575], [-2.1220, -0.9199, -0.7416], [-3.1806, -1.6906, 0.0640], [2.9993, -2.2153, -0.4489], [2.3577, -1.5347, -0.1806], [3.5843, -1.7808, -1.0766], [1.7493, 2.0117, 0.6542], [2.0877, 2.3202, -0.1946], [2.5382, 1.7481, 1.1435], [-0.8796, -0.6114, -2.2526], [-0.2149, -0.5096, -1.5349], [-0.6343, 0.0247, -2.9315], [-0.4705, 3.5442, -0.6849], [0.3478, 3.0507, -0.7679], [-0.8722, 3.2054, 0.1223], [0.6677, -0.6948, 0.1322], [0.5980, 0.2700, 0.2226], [-0.1321, -1.0482, 0.5543]],
  "forces_ev_per_a": [[0.026, 0.226, -0.284], [-0.028, -0.218, 0.519], [0.038, 0.010, -0.015], [-0.100, 0.008, -0.287], [0.018, 0.039, -0.165], [0.072, 0.012, 0.031], [0.032, 0.289, 0.058], [0.031, -0.345, -0.096], [-0.017, -0.066, 0.016], [0.045, -0.072, -0.245], [0.234, 0.005, 0.151], [-0.116, -0.042, 0.048], [0.252, 0.170, 0.480], [-0.135, -0.326, -0.507], [-0.128, -0.009, 0.032], [-0.167, -0.001, -0.141], [-0.133, 0.061, 0.105], [0.068, 0.045, 0.006], [-0.518, 0.442, -0.176], [0.311, -0.129, 0.403], [0.216, -0.098, 0.067]],
  "lowdin_charge": [-0.08, -0.02, 0.03, -0.06, 0.02, 0.07, -0.07, -0.01, 0.02, -0.04, 0.05, 0.07, -0.06, 0.01, 0.05, -0.05, -0.01, 0.04, -0.05, 0.04, 0.05],
  "total_charge": 0,
  "molar_mass_g_mol": 126.10,
  "de_lowest_kj_mol": 135.2
}